#a
The following is a DFT calculation (the ωB97M-V functional and the def2-TZVPD basis) of a single C3H3FS2 molecule.

Structure (ORCA input):
```
! wB97M-V def2-TZVPD RIJCOSX def2/J DEFGRID3
* xyz 0 1
C -0.85 -0.39 1.83
C -0.38 -0.52 0.51
C 0.97 0.62 -1.87
H -1.64 -0.91 2.26
H -0.57 -1.46 -0.10
H 2.11 1.20 -1.96
F -0.36 0.90 2.32
S 0.55 0.91 -0.19
S 0.18 -0.35 -2.80
*
```

Output
- frontier orbital gap (eV) = 8.278
- SMILES string = F/C=C\SC=S

Mulliken atomic charge list, values in e, 8 entries:
1 C -0.185
2 C -0.159
3 C -0.026
4 H 0.378
5 H 0.300
6 H 0.239
7 F -0.276
8 S -0.005

=====

#b
The following is a DFT calculation (the ωB97M-V functional and the def2-TZVPD basis) of a single C3H3FS2 molecule.

Structure (ORCA input):
```
! wB97M-V def2-TZVPD RIJCOSX def2/J DEFGRID3
* xyz 0 1
C 1.95 -0.80 0.21
C 0.83 -0.43 0.70
C -1.50 0.70 -0.15
H 2.43 -1.71 0.53
H 0.34 -0.90 1.53
H -2.06 1.63 -0.30
F 2.63 -0.14 -0.69
S 0.15 1.11 0.17
S -2.15 -0.77 -0.18
*
```

Output
- frontier orbital gap (eV) = 8.636
- SMILES string = F/C=C\SC=S

Mulliken atomic charge list, values in e, 8 entries:
1 C 0.070
2 C -0.455
3 C -0.141
4 H 0.320
5 H 0.391
6 H 0.290
7 F -0.205
8 S -0.026

=====

Most stable to least stable: #b, #a

=====

#a
The following is a DFT calculation (the ωB97M-V functional and the def2-TZVPD basis) of 2 unconnected molecules or ions with the total composition C2H4FP.

Structure (ORCA input):
```
! wB97M-V def2-TZVPD RIJCOSX def2/J DEFGRID3
* xyz 0 1
C 0.86 0.89 -0.40
C 0.63 0.04 0.79
F -2.25 -1.67 -0.61
P 1.04 -1.00 -0.40
H -0.08 1.23 -0.79
H 1.58 1.67 -0.58
H 0.82 0.12 1.82
H -2.61 -1.26 0.18
*
```

Output
- frontier orbital gap (eV) = 9.124
- SMILES string = C1=PC1.F

Now the Mulliken charges, all in e:
1 C -0.588
2 C -0.199
3 F -0.402
4 P -0.034
5 H 0.184
6 H 0.283
7 H 0.356
8 H 0.400

=====

#b
The following is a DFT calculation (the ωB97M-V functional and the def2-TZVPD basis) of 2 unconnected molecules or ions with the total composition C2H4FP.

Structure (ORCA input):
```
! wB97M-V def2-TZVPD RIJCOSX def2/J DEFGRID3
* xyz 0 1
C -0.51 0.56 -0.06
C 0.92 0.43 0.10
F -1.25 -2.04 -0.11
P -2.01 0.96 -0.21
H 1.39 0.16 -0.85
H 1.16 -0.34 0.83
H 1.34 1.38 0.44
H -1.05 -1.11 -0.14
*
```

Output
- frontier orbital gap (eV) = 10.227
- SMILES string = CC#P.F

Now the Mulliken charges, all in e:
1 C 0.226
2 C -0.727
3 F -0.455
4 P -0.246
5 H 0.283
6 H 0.301
7 H 0.288
8 H 0.329

=====

#c
The following is a DFT calculation (the ωB97M-V functional and the def2-TZVPD basis) of 2 unconnected molecules or ions with the total composition C2H4FP.

Structure (ORCA input):
```
! wB97M-V def2-TZVPD RIJCOSX def2/J DEFGRID3
* xyz 0 1
C -0.08 0.36 -0.72
C 0.06 0.88 0.64
F -0.15 -2.57 -0.14
P -0.22 0.10 -2.26
H -0.86 1.13 0.94
H 0.66 1.69 0.55
H 0.38 0.08 1.32
H 0.20 -1.68 -0.35
*
```

Output
- frontier orbital gap (eV) = 10.277
- SMILES string = CC#P.F

Now the Mulliken charges, all in e:
1 C 0.071
2 C -0.701
3 F -0.402
4 P -0.224
5 H 0.310
6 H 0.292
7 H 0.311
8 H 0.344

=====

Most stable to least stable: #b, #c, #a

=====

#a
The following is a DFT calculation (the ωB97M-V functional and the def2-TZVPD basis) of a molecular structure, C26H64Cl2N4.

Structure (ORCA input):
```
! wB97M-V def2-TZVPD RIJCOSX def2/J DEFGRID3
* xyz 0 1
Cl -0.81 -1.13 -1.29
C -0.02 -0.02 -0.24
C -1.06 1.11 0.09
Cl -0.41 2.36 1.11
H 0.79 0.54 -0.80
H 0.30 -0.39 0.70
H -2.03 0.70 0.60
H -1.42 1.60 -0.83
C -0.61 -1.79 4.67
C 0.92 -1.64 4.70
N 1.61 -2.20 3.46
C 2.95 -1.75 3.19
C 3.72 -1.71 4.36
C 1.47 -3.53 3.12
C 1.61 -3.90 1.68
H -1.29 -1.04 5.61
H -1.09 -2.64 4.58
H -0.99 -1.25 3.96
H 1.50 -2.20 5.49
H 1.25 -0.71 4.77
H 2.72 -0.65 3.00
H 3.50 -2.07 2.42
H 3.38 -1.55 5.37
H 4.73 -1.21 4.16
H 4.15 -2.65 4.66
H 0.34 -3.90 3.23
H 2.02 -4.26 3.66
H 2.58 -4.01 1.29
H 1.14 -3.04 1.05
H 1.23 -4.79 1.51
C 5.34 1.25 0.12
C 4.18 0.53 -0.40
N 4.39 0.03 -1.79
C 3.92 -1.32 -2.21
C 2.69 -1.83 -1.66
C 3.96 1.07 -2.80
C 4.97 1.17 -3.98
H 5.17 1.68 1.05
H 5.63 1.98 -0.38
H 6.04 0.68 0.42
H 3.21 0.98 -0.54
H 3.90 -0.26 0.29
H 4.76 -1.76 -1.68
H 4.13 -1.59 -3.25
H 2.38 -1.56 -0.82
H 2.87 -2.87 -1.77
H 2.01 -1.58 -2.22
H 4.15 2.09 -2.42
H 2.80 1.17 -3.29
H 4.78 0.25 -4.60
H 6.09 1.26 -3.60
H 4.83 2.12 -4.57
C -2.49 3.38 -4.52
C -2.54 3.87 -3.05
N -1.22 4.55 -2.70
C -1.24 5.58 -1.83
C -1.84 5.41 -0.63
C -0.10 3.57 -2.49
C 1.27 4.14 -2.96
H -3.23 2.81 -4.71
H -1.67 2.70 -4.49
H -2.56 4.27 -5.35
H -2.65 2.97 -2.51
H -3.38 4.52 -2.86
H -1.83 6.25 -2.33
H -0.43 6.25 -1.75
H -2.57 4.78 -0.40
H -2.23 6.28 -0.13
H -1.09 5.11 0.18
H -0.30 2.67 -2.90
H -0.17 3.49 -1.37
H 1.14 4.20 -3.97
H 2.02 3.38 -2.61
H 1.50 5.16 -2.61
C -2.60 -3.77 1.69
C -3.29 -2.38 1.54
N -4.71 -2.50 0.93
C -5.52 -1.57 1.36
C -5.12 -0.23 1.56
C -4.60 -2.75 -0.51
C -5.93 -3.35 -1.05
H -2.02 -4.02 0.73
H -3.16 -4.58 2.13
H -1.79 -3.45 2.30
H -2.66 -1.66 0.97
H -3.45 -2.23 2.53
H -5.65 -2.00 2.40
H -6.46 -1.60 1.05
H -4.00 0.15 1.76
H -5.63 0.17 2.35
H -5.35 0.41 0.61
H -3.80 -3.46 -0.65
H -4.34 -1.77 -0.94
H -5.67 -3.55 -2.13
H -6.71 -2.70 -1.02
H -6.34 -4.33 -0.82
*
```

Output
- frontier orbital gap (eV) = 8.408

Mulliken atomic charge list, values in e, 8 entries:
1 Cl -0.163
2 C 0.258
3 C 1.047
4 Cl -0.236
5 H -0.159
6 H 0.091
7 H -0.573
8 H -0.247

=====

#b
The following is a DFT calculation (the ωB97M-V functional and the def2-TZVPD basis) of 5 unconnected molecules or ions with the total composition C26H64Cl2N4.

Structure (ORCA input):
```
! wB97M-V def2-TZVPD RIJCOSX def2/J DEFGRID3
* xyz 0 1
Cl -0.41 -0.46 -0.24
C -1.48 0.05 -1.44
C -1.95 -1.18 -2.44
Cl -2.91 -0.38 -3.66
H -0.95 0.79 -1.92
H -2.27 0.44 -1.00
H -2.66 -1.89 -2.04
H -1.03 -1.62 -2.74
C 2.31 1.63 -2.28
C 1.58 2.83 -2.96
N 0.52 2.46 -3.87
C -0.53 3.26 -4.23
C -0.24 4.59 -4.53
C 0.95 1.84 -5.11
C 0.06 0.74 -5.74
H 1.81 1.08 -1.67
H 3.17 1.93 -1.65
H 2.66 0.84 -3.02
H 2.14 3.29 -3.54
H 1.23 3.54 -2.26
H -0.92 3.38 -3.14
H -1.34 2.82 -4.76
H 0.76 5.20 -4.34
H -0.93 5.19 -4.12
H 0.01 4.80 -5.65
H 2.00 1.51 -5.01
H 1.09 2.58 -5.83
H -0.94 1.20 -6.02
H -0.01 0.08 -4.85
H 0.38 0.46 -6.81
C -2.34 3.53 -0.50
C -1.24 2.93 0.44
N -0.70 3.94 1.39
C -1.58 4.67 2.14
C -2.49 3.99 2.81
C 0.31 3.45 2.27
C 1.62 3.23 1.49
H -2.55 2.88 -1.06
H -2.11 4.32 -0.95
H -3.26 3.64 0.14
H -0.67 2.60 -0.31
H -1.67 2.17 1.04
H -2.07 5.40 1.34
H -1.17 5.56 2.70
H -3.14 2.97 2.45
H -3.33 4.60 3.10
H -2.20 3.82 3.81
H -0.06 2.63 2.96
H 0.49 4.10 3.10
H 2.05 4.08 1.01
H 1.41 2.72 0.66
H 2.30 2.61 2.13
C 5.73 -3.22 2.83
C 4.84 -2.26 3.65
N 3.66 -1.86 2.85
C 2.47 -1.83 3.58
C 2.54 -1.14 4.74
C 3.93 -0.51 2.22
C 2.88 -0.21 1.10
H 6.69 -3.38 3.28
H 6.14 -2.78 1.79
H 5.29 -4.22 2.74
H 5.48 -1.40 3.97
H 4.53 -2.89 4.63
H 2.44 -2.79 3.96
H 1.67 -1.74 2.96
H 3.40 -0.99 5.35
H 1.87 -1.50 5.42
H 2.13 -0.03 4.41
H 4.86 -0.44 2.00
H 3.64 0.41 2.93
H 1.83 0.16 1.32
H 2.74 -1.04 0.26
H 3.19 0.65 0.58
C -5.18 -3.97 0.79
C -3.94 -4.38 1.33
N -2.80 -4.17 0.28
C -1.62 -3.74 0.80
C -1.13 -4.42 1.87
C -2.77 -5.32 -0.61
C -2.39 -4.91 -2.05
H -5.46 -4.52 -0.11
H -5.18 -2.91 0.27
H -5.93 -3.74 1.62
H -3.92 -5.47 1.60
H -3.77 -3.78 2.23
H -1.93 -2.70 1.25
H -0.99 -3.26 0.13
H -1.65 -5.01 2.54
H -0.41 -3.80 2.57
H -0.36 -5.10 1.78
H -3.56 -5.98 -0.39
H -1.84 -5.98 -0.30
H -2.27 -5.85 -2.73
H -1.45 -4.38 -2.19
H -3.10 -4.43 -2.56
*
```

Output
- frontier orbital gap (eV) = 8.542
- SMILES string = CCN(CC)CC.CCN(CC)CC.CCN(CC)CC.CCN(CC)CC.ClCCCl

Mulliken atomic charge list, values in e, 8 entries:
1 Cl -0.150
2 C 0.096
3 C -0.332
4 Cl -0.231
5 H -0.483
6 H 0.578
7 H -0.050
8 H 0.504

=====

Most stable to least stable: #a, #b

=====

#a
The following is a DFT calculation (the ωB97M-V functional and the def2-TZVPD basis) of a single C23H29N3O3S molecule.

Structure (ORCA input):
```
! wB97M-V def2-TZVPD RIJCOSX def2/J DEFGRID3
* xyz 0 1
C -2.91 1.22 -0.72
H -3.51 2.14 -0.75
O -1.54 1.51 -0.55
C -0.85 2.09 -1.57
C -1.44 2.58 -2.74
C -0.65 3.15 -3.72
C 0.72 3.24 -3.57
C 1.31 2.74 -2.41
C 0.54 2.18 -1.41
C 1.17 1.59 -0.17
N 0.81 0.20 -0.03
C 1.49 -0.78 -0.65
O 2.59 -0.65 -1.14
C 0.74 -2.13 -0.70
N 0.47 -2.63 0.64
C -0.40 -2.11 1.52
O -1.27 -1.31 1.26
C -0.20 -2.66 2.94
N 1.23 -2.86 3.18
H 1.34 -3.28 4.09
C 2.00 -1.62 3.11
C 1.25 -0.35 3.46
C 1.90 0.87 3.33
C 1.25 2.05 3.60
C -0.08 2.03 4.00
C -0.74 0.82 4.12
C -0.09 -0.37 3.85
C -0.82 -1.69 3.95
H -0.73 -2.10 4.96
H -1.87 -1.54 3.72
H -1.78 0.80 4.41
H -0.60 2.95 4.21
H 1.77 2.99 3.50
H 2.93 0.88 3.01
H 2.39 -1.51 2.09
H 2.86 -1.72 3.77
H -0.69 -3.64 3.00
H 1.17 -3.24 1.05
C -0.54 -1.99 -1.54
C -0.23 -1.38 -2.89
H 0.32 -0.44 -2.79
H 0.34 -2.06 -3.52
S -1.79 -0.97 -3.77
C -1.07 -0.16 -5.21
H -1.89 0.16 -5.85
H -0.49 0.71 -4.89
H -0.43 -0.86 -5.75
H -0.99 -2.98 -1.67
H -1.25 -1.37 -1.01
H 1.42 -2.85 -1.18
H -0.14 0.02 0.29
H 0.83 2.12 0.73
H 2.26 1.65 -0.24
H 2.38 2.79 -2.29
H 1.33 3.67 -4.34
H -1.12 3.52 -4.62
H -2.50 2.51 -2.88
H -3.18 0.64 0.16
H -3.08 0.63 -1.62
*
```

Output
- frontier orbital gap (eV) = 8.845
- SMILES string = COc1ccccc1CNC(=O)[C@H](CCSC)NC(=O)[C@@H]1Cc2ccccc2CN1

Mulliken atomic charge list, values in e, 8 entries:
1 C -0.996
2 H 0.390
3 O -0.278
4 C 0.874
5 C -0.416
6 C -0.808
7 C -0.652
8 C -0.570

=====

#b
The following is a DFT calculation (the ωB97M-V functional and the def2-TZVPD basis) of a single C23H29N3O3S molecule.

Structure (ORCA input):
```
! wB97M-V def2-TZVPD RIJCOSX def2/J DEFGRID3
* xyz 0 1
C 0.18 -5.26 0.84
C 0.48 -3.97 0.15
C 1.55 -3.88 -0.74
C 1.85 -2.69 -1.38
C 1.07 -1.58 -1.12
C 0.00 -1.65 -0.26
C -0.30 -2.83 0.40
C -1.45 -2.89 1.36
H -1.89 -1.91 1.47
H -2.21 -3.59 1.01
H -1.10 -3.23 2.33
H -0.59 -0.76 -0.10
S 1.48 -0.04 -1.91
O 2.46 -0.29 -2.94
O 0.29 0.67 -2.28
N 2.22 0.87 -0.68
C 2.71 2.11 -1.25
C 3.24 3.03 -0.12
N 3.44 2.33 1.13
C 2.30 2.28 2.04
C 1.02 1.57 1.57
O 0.75 0.44 1.92
N 0.20 2.37 0.85
C -1.03 2.05 0.26
C -1.43 2.77 -0.86
C -2.65 2.52 -1.47
C -3.48 1.56 -0.93
C -3.09 0.85 0.21
C -1.88 1.09 0.82
H -1.58 0.57 1.71
C -4.16 -0.13 0.60
H -4.32 -0.18 1.67
H -3.87 -1.13 0.25
C -5.39 0.37 -0.17
H -6.07 -0.44 -0.44
H -5.94 1.08 0.45
C -4.83 1.10 -1.40
H -5.46 1.92 -1.72
H -4.71 0.41 -2.24
H -2.94 3.07 -2.35
H -0.77 3.52 -1.28
H 0.61 3.23 0.50
H 2.05 3.32 2.30
H 2.64 1.77 2.94
C 4.09 1.06 0.90
C 3.26 0.11 -0.01
H 3.91 -0.38 -0.74
H 2.76 -0.65 0.59
H 4.28 0.58 1.86
H 5.05 1.28 0.42
H 2.58 3.88 0.05
H 4.22 3.42 -0.42
H 3.50 1.90 -1.98
H 1.87 2.56 -1.78
H 2.67 -2.61 -2.08
H 2.15 -4.76 -0.94
H -0.84 -5.58 0.62
H 0.26 -5.15 1.92
H 0.87 -6.04 0.52
*
```

Output
- frontier orbital gap (eV) = 8.794
- SMILES string = Cc1ccc(S(=O)(=O)N2CCN(CC(=O)Nc3ccc4c(c3)CCC4)CC2)cc1C

Mulliken atomic charge list, values in e, 8 entries:
1 C -1.552
2 C 1.207
3 C -1.097
4 C -0.602
5 C -0.548
6 C 0.259
7 C 0.606
8 C -1.711

=====

Most stable to least stable: #a, #b